#one
{"formula": "CH9NO3", "method": "ωB97M-V/def2-TZVPD", "species": ["C", "N", "H", "H", "H", "O", "H", "H", "O", "H", "H", "O", "H", "H"], "positions_angstrom": [[-0.452, 2.099, -1.877], [0.326, 1.085, -1.938], [-1.057, 2.541, -1.093], [-0.767, 2.515, -2.864], [0.265, 0.810, -2.914], [-0.884, -0.495, 0.865], [-0.470, -0.136, 0.067], [-1.516, 0.194, 1.111], [-0.648, -3.504, 0.436], [-0.066, -3.979, 1.040], [-0.632, -2.578, 0.717], [1.963, 0.044, 2.184], [1.261, 0.710, 2.141], [2.678, 0.694, 2.124]], "lumo_energy_ev": 0.46, "total_charge": 0, "multiplicity": 1, "gap_ev": 11.1}

=====

#two
{"formula": "CH9NO3", "method": "ωB97M-V/def2-TZVPD", "species": ["C", "N", "H", "H", "H", "O", "H", "H", "O", "H", "H", "O", "H", "H"], "positions_angstrom": [[-0.416, 2.247, 0.291], [0.356, 1.723, -0.612], [-1.408, 1.865, 0.520], [-0.051, 3.215, 0.657], [1.039, 2.466, -0.875], [0.443, -0.217, 1.929], [1.126, 0.392, 1.637], [0.746, -1.080, 2.264], [-1.271, -0.903, -1.533], [-1.491, -0.885, -2.472], [-0.912, -0.019, -1.333], [0.865, -2.325, -0.059], [0.166, -2.438, -0.830], [0.502, -1.497, 0.282]], "lumo_energy_ev": 0.70, "total_charge": 0, "multiplicity": 1, "gap_ev": 11.1}

=====

#two ends up most stable, edging out the next structure by 0.221 eV.

=====

#one
{"formula": "C5H6ClNS", "method": "ωB97M-V/def2-TZVPD", "species": ["S", "N", "C", "C", "C", "C", "C", "Cl", "H", "H", "H", "H", "H", "H"], "positions_angstrom": [[-0.925, -2.889, 0.074], [-0.750, -1.280, 0.115], [-1.700, -0.416, 0.010], [-1.408, 0.946, 0.121], [-0.166, 1.407, -0.015], [0.935, 0.596, -0.352], [2.086, 0.566, 0.306], [3.332, -0.525, 0.063], [0.496, -2.975, -0.255], [-2.708, -0.557, -0.221], [-2.127, 1.723, 0.011], [-0.112, 2.508, -0.175], [0.609, -0.312, -0.834], [2.439, 1.209, 1.153]], "lumo_energy_ev": -0.02, "total_charge": 0, "multiplicity": 1, "gap_ev": 8.2}

=====

#two
{"formula": "C5H6ClNS", "method": "ωB97M-V/def2-TZVPD", "species": ["S", "C", "N", "C", "C", "C", "C", "Cl", "H", "H", "H", "H", "H", "H"], "positions_angstrom": [[3.670, -0.648, -0.236], [2.231, -1.147, 0.285], [0.973, -0.686, -0.028], [0.737, 0.749, -0.112], [-0.398, 1.564, -0.071], [-1.632, 0.869, 0.118], [-2.085, -0.352, -0.354], [-3.544, -1.136, -0.119], [1.944, -2.127, 0.526], [0.183, -1.254, 0.519], [1.665, 1.241, -0.257], [-0.277, 2.603, -0.171], [-2.372, 1.527, 0.460], [-1.094, -1.202, -0.560]], "lumo_energy_ev": -0.36, "total_charge": 0, "multiplicity": 1, "gap_ev": 8.1}

=====

#one ends up most stable, edging out the next structure by 0.269 eV.